A single CH3N4P molecule at a distorted geometry, computed with ωB97M-V/def2-TZVPD.

XYZ file:
```
9
CH3N4P | OMol25 | ωB97M-V/def2-TZVPD
N -1.454 -0.676 0.207
P -0.086 -0.498 -0.862
C 0.350 1.254 -0.366
N 1.448 1.205 0.289
N 1.960 -0.020 0.407
N 1.198 -0.948 0.070
H -2.234 -1.436 -0.265
H -1.091 -1.132 0.999
H -0.091 2.252 -0.478
```

For the electronic energy, the calculation gives -16331.68891 eV. The value obtained for the relative energy (zero: lowest compared OMol25 entry of this formula, charge and spin) is 0.230 eV.

A gas-phase ion, CH3N4S (charge -1) at a distorted geometry, computed with ωB97M-V/def2-TZVPD.

XYZ file:
```
9
CH3N4S | OMol25 | ωB97M-V/def2-TZVPD
S 2.038 -1.835 -1.000
N 1.192 -0.333 -0.145
N 1.279 0.878 0.414
N 0.165 1.316 0.789
C -0.920 0.439 0.387
N -0.233 -0.712 -0.189
H -1.590 0.227 1.260
H -1.597 1.026 -0.255
H -0.333 -1.005 -1.262
```

For the electronic energy, the calculation gives -17878.50449 eV. Its charge is -1. The value obtained for the relative energy (zero: lowest compared OMol25 entry of this formula, charge and spin) is 2.849 eV.

2 unconnected molecules or ions with the total composition CH3N4S at a distorted geometry, computed with ωB97M-V/def2-TZVPD.

XYZ file:
```
9
CH3N4S | OMol25 | ωB97M-V/def2-TZVPD
C 0.307 -0.410 0.380
N 1.768 1.179 0.310
N 1.606 -1.047 0.019
N 0.522 0.978 0.297
N 2.388 -0.027 0.026
S 4.016 -0.073 -0.115
H -0.360 -1.014 -0.159
H 0.107 -0.451 1.420
H -0.367 1.167 -1.250
```

For the electronic energy, the calculation gives -17876.43121 eV. Its charge is -1. The value obtained for the relative energy (zero: lowest compared OMol25 entry of this formula, charge and spin) is 4.922 eV.

A gas-phase ion, CH3N4Si (charge -1) at a distorted geometry, computed with ωB97M-V/def2-TZVPD.

XYZ file:
```
9
CH3N4Si | OMol25 | ωB97M-V/def2-TZVPD
C -0.416 1.624 -0.148
N 1.906 -1.030 -0.107
N 0.830 -0.634 0.100
N 0.006 2.655 -0.418
N 2.979 -1.473 -0.201
Si -0.974 -0.107 0.075
H -1.262 -0.683 -1.227
H -2.432 0.158 0.456
H -0.638 -0.511 1.470
```

For the electronic energy, the calculation gives -14922.36887 eV. Its charge is -1. The value obtained for the relative energy (zero: lowest compared OMol25 entry of this formula, charge and spin) is 1.334 eV.

2 unconnected molecules or ions with the total composition CH3N5O at a distorted geometry, computed with ωB97M-V/def2-TZVPD.

XYZ file:
```
10
CH3N5O | OMol25 | ωB97M-V/def2-TZVPD
C 1.901 -0.063 -0.006
N -2.965 -0.154 0.160
N -2.431 1.082 0.091
N -2.036 -1.015 0.054
N -1.171 0.974 -0.059
N -0.954 -0.309 -0.082
O 1.040 -1.049 -0.258
H 1.963 0.224 1.055
H 1.775 0.813 -0.663
H 2.878 -0.502 -0.292
```

For the electronic energy, the calculation gives -10575.96795 eV. The spin multiplicity is 3. The value obtained for the relative energy (zero: lowest compared OMol25 entry of this formula, charge and spin) is 0.622 eV.

A single CH3N5O2 molecule at a distorted geometry, computed with ωB97M-V/def2-TZVPD.

XYZ file:
```
11
CH3N5O2 | OMol25 | ωB97M-V/def2-TZVPD
N -1.146 0.005 0.844
N -0.025 -0.646 0.320
O 1.082 -0.810 1.326
N 2.161 -0.043 0.912
N 1.978 0.472 -0.200
C 0.716 0.168 -0.715
N 0.345 0.348 -1.906
O -0.986 0.143 -2.159
H -1.737 -0.602 1.379
H -0.931 0.724 1.545
H -1.456 0.243 -1.346
```

For the electronic energy, the calculation gives -12624.73417 eV. The value obtained for the relative energy (zero: lowest compared OMol25 entry of this formula, charge and spin) is 2.284 eV.

A single CH3NO molecule at a distorted geometry, computed with ωB97M-V/def2-TZVPD.

XYZ file:
```
6
CH3NO | OMol25 | ωB97M-V/def2-TZVPD
N -0.361 -0.090 -1.026
C 0.366 -0.099 0.087
O 0.079 0.396 1.145
H -1.530 -0.320 -0.784
H -0.077 -1.044 -1.611
H 1.311 -0.575 -0.107
```

For the electronic energy, the calculation gives -4622.19374 eV. The value obtained for the relative energy (zero: lowest compared OMol25 entry of this formula, charge and spin) is 1.227 eV.

A single CH3NO2 molecule at a distorted geometry, computed with ωB97M-V/def2-TZVPD.

XYZ file:
```
7
CH3NO2 | OMol25 | ωB97M-V/def2-TZVPD
C -0.252 -0.400 -0.585
N 0.303 0.468 0.604
O 1.450 0.972 0.570
O -0.452 0.530 1.528
H -0.745 -1.169 -0.039
H 0.552 -0.806 -1.052
H -0.855 0.405 -1.026
```

For the electronic energy, the calculation gives -6667.35698 eV. The value obtained for the relative energy (zero: lowest compared OMol25 entry of this formula, charge and spin) is 4.307 eV.

2 unconnected molecules or ions with the total composition CH3NO2P at a distorted geometry, computed with ωB97M-V/def2-TZVPD.

XYZ file:
```
8
CH3NO2P | OMol25 | ωB97M-V/def2-TZVPD
C -2.494 -0.244 -0.399
N 1.299 -0.394 -0.307
O -1.896 -0.971 0.261
O -0.713 1.375 -0.579
P 0.120 0.760 0.524
H 0.887 -1.146 -0.888
H 1.536 -0.878 0.600
H 1.261 1.498 0.788
```

For the electronic energy, the calculation gives -15959.72151 eV. Its charge is -1. The value obtained for the relative energy (zero: lowest compared OMol25 entry of this formula, charge and spin) is 1.181 eV.

2 unconnected molecules or ions with the total composition CH3NO2P at a distorted geometry, computed with ωB97M-V/def2-TZVPD.

XYZ file:
```
8
CH3NO2P | OMol25 | ωB97M-V/def2-TZVPD
C -0.935 -0.548 -0.274
N 0.337 -0.433 -0.629
O 0.775 -0.421 -3.114
O 0.447 1.998 -2.426
P -0.105 0.774 -3.069
H -1.271 0.463 0.025
H 0.804 0.470 -0.618
H 0.806 -1.233 -1.126
```

For the electronic energy, the calculation gives -15960.08033 eV. Its charge is -1. The value obtained for the relative energy (zero: lowest compared OMol25 entry of this formula, charge and spin) is 0.822 eV.

3 unconnected molecules or ions with the total composition CH3NO2P at a distorted geometry, computed with ωB97M-V/def2-TZVPD.

XYZ file:
```
8
CH3NO2P | OMol25 | ωB97M-V/def2-TZVPD
C 0.084 0.847 1.547
N 0.463 1.467 0.567
O 0.705 1.526 3.842
O -1.440 0.211 3.975
P -0.552 1.114 3.173
H -1.653 3.476 1.862
H 0.436 2.504 0.451
H -1.255 2.620 2.082
```

For the electronic energy, the calculation gives -15958.48218 eV. Its charge is -1. The value obtained for the relative energy (zero: lowest compared OMol25 entry of this formula, charge and spin) is 2.420 eV.

2 unconnected molecules or ions with the total composition CH3NO2S at a distorted geometry, computed with ωB97M-V/def2-TZVPD.

XYZ file:
```
8
CH3NO2S | OMol25 | ωB97M-V/def2-TZVPD
C 1.028 -1.278 0.887
N -0.013 -0.011 -1.162
O 2.156 -1.084 1.153
O -1.068 -2.308 -0.639
S 0.225 -1.663 -0.876
H -0.027 -1.401 1.945
H 0.014 0.626 -0.324
H 0.269 0.532 -2.067
```

For the electronic energy, the calculation gives -17502.85992 eV. The value obtained for the relative energy (zero: lowest compared OMol25 entry of this formula, charge and spin) is 2.610 eV.

2 unconnected molecules or ions with the total composition CH3NO2S at a distorted geometry, computed with ωB97M-V/def2-TZVPD.

XYZ file:
```
8
CH3NO2S | OMol25 | ωB97M-V/def2-TZVPD
C -0.007 0.185 0.093
N -1.061 -0.319 -0.618
O 2.377 -1.004 -0.418
O 0.739 1.227 -0.283
S 1.686 -0.114 0.471
H -0.493 0.722 1.767
H -1.432 -1.089 -0.214
H -1.809 0.392 -0.798
```

For the electronic energy, the calculation gives -17501.10143 eV. The value obtained for the relative energy (zero: lowest compared OMol25 entry of this formula, charge and spin) is 4.369 eV.

2 unconnected molecules or ions with the total composition CH3NO2S at a distorted geometry, computed with ωB97M-V/def2-TZVPD.

XYZ file:
```
8
CH3NO2S | OMol25 | ωB97M-V/def2-TZVPD
O -1.108 0.070 0.442
N -1.077 -0.272 1.574
O -0.945 0.339 2.575
H -1.317 -1.276 1.834
C 0.999 0.298 -1.697
S 2.276 0.164 -0.653
H 0.525 1.203 -1.969
H 0.645 -0.526 -2.107
```

For the electronic energy, the calculation gives -17501.28624 eV. The value obtained for the relative energy (zero: lowest compared OMol25 entry of this formula, charge and spin) is 4.184 eV.

2 unconnected molecules or ions with the total composition CH3NO2S at a distorted geometry, computed with ωB97M-V/def2-TZVPD.

XYZ file:
```
8
CH3NO2S | OMol25 | ωB97M-V/def2-TZVPD
C 0.938 0.596 -1.324
N 0.188 -0.387 -1.240
O -1.334 -1.645 2.172
O -1.305 0.761 2.304
S -1.894 -0.384 1.731
H 0.535 1.639 -1.063
H 2.140 0.691 -1.297
H 0.734 -1.271 -1.285
```

For the electronic energy, the calculation gives -17504.26527 eV. The value obtained for the relative energy (zero: lowest compared OMol25 entry of this formula, charge and spin) is 1.205 eV.

A single CH3NO2S molecule at a distorted geometry, computed with ωB97M-V/def2-TZVPD.

XYZ file:
```
8
CH3NO2S | OMol25 | ωB97M-V/def2-TZVPD
O 1.116 -1.288 0.013
N 0.011 -1.033 -0.341
O -0.691 -1.808 -1.013
C -0.446 0.387 -0.343
S -0.012 1.305 1.473
H 0.214 1.103 -0.842
H -1.541 0.390 -0.525
H 1.349 0.943 1.578
```

For the electronic energy, the calculation gives -17501.87626 eV. The value obtained for the relative energy (zero: lowest compared OMol25 entry of this formula, charge and spin) is 3.594 eV.

3 unconnected molecules or ions with the total composition CH3NO2S2 at a distorted geometry, computed with ωB97M-V/def2-TZVPD.

XYZ file:
```
9
CH3NO2S2 | OMol25 | ωB97M-V/def2-TZVPD
O -0.331 1.228 -0.438
C -1.028 0.463 0.113
O -1.636 -0.364 0.618
N -2.924 1.633 -0.798
S -3.810 2.800 -0.288
H -2.833 1.427 -1.870
S 3.720 -2.104 0.512
H 4.609 -3.091 0.344
H 4.232 -1.992 1.807
```

For the electronic energy, the calculation gives -28339.50718 eV. The value obtained for the relative energy (zero: lowest compared OMol25 entry of this formula, charge and spin) is 0.915 eV.

2 unconnected molecules or ions with the total composition CH3NO3 at a distorted geometry, computed with ωB97M-V/def2-TZVPD.

XYZ file:
```
8
CH3NO3 | OMol25 | ωB97M-V/def2-TZVPD
C -0.328 -0.266 0.394
N 0.921 -0.367 -0.354
O 1.392 0.641 -0.737
O 1.401 -1.468 -0.494
O -0.596 0.941 0.917
H -1.801 -0.230 -1.168
H -0.825 -1.008 1.015
H -0.163 1.758 0.428
```

For the electronic energy, the calculation gives -8711.05126 eV. The value obtained for the relative energy (zero: lowest compared OMol25 entry of this formula, charge and spin) is 5.915 eV.

2 unconnected molecules or ions with the total composition CH3NO3 at a distorted geometry, computed with ωB97M-V/def2-TZVPD.

XYZ file:
```
8
CH3NO3 | OMol25 | ωB97M-V/def2-TZVPD
C -1.066 -1.749 0.575
N 0.437 0.949 0.454
O -2.066 -2.344 0.752
O 1.529 0.454 -0.306
O -0.458 1.544 -0.412
H 0.244 -0.011 0.870
H 1.329 -0.513 -0.681
H 0.051 1.668 -1.252
```

For the electronic energy, the calculation gives -8713.67793 eV. The value obtained for the relative energy (zero: lowest compared OMol25 entry of this formula, charge and spin) is 3.289 eV.

2 unconnected molecules or ions with the total composition CH3NO3 at a distorted geometry, computed with ωB97M-V/def2-TZVPD.

XYZ file:
```
8
CH3NO3 | OMol25 | ωB97M-V/def2-TZVPD
C 0.096 0.575 -0.412
N -1.079 -0.183 -0.020
O -1.520 0.035 1.118
O -1.355 -1.004 -0.855
O 1.585 -0.609 0.281
H 0.335 0.389 -1.497
H 0.554 1.321 0.221
H 1.386 -0.525 1.164
```

For the electronic energy, the calculation gives -8711.95102 eV. The value obtained for the relative energy (zero: lowest compared OMol25 entry of this formula, charge and spin) is 5.016 eV.